Entry 1:
Here is a single C7H10 molecule in a non-equilibrium geometry from OMol25. Energies are from ωB97M-V/def2-TZVPD.

Structure (ORCA input):
```
! RIJCOSX wB97M-V def2-TZVPD def2/J DEFGRID3
* xyz 0 1
C -1.3938 0.9849 0.1300
C -2.5871 0.5583 -0.5923
C -0.6262 -1.2883 -0.1650
C -0.4613 0.1005 0.3236
C 0.7250 -0.5225 0.9063
C 1.9771 -0.4206 0.3813
C 2.2103 0.6614 -0.6086
H -1.4358 2.0564 0.3384
H -3.4875 0.5452 0.0215
H -2.8300 0.7774 -1.6180
H -1.6378 -1.6129 0.1275
H -0.2466 -1.4862 -1.1493
H 0.3930 -0.9388 1.8505
H 2.6293 -1.2601 0.5924
H 1.6674 1.5561 -0.3439
H 3.2751 0.9144 -0.6403
H 1.9307 0.3578 -1.6140
*
```

The energy above the lowest of the compared OMol25 structures with the same formula, charge and spin is 178.0 kcal per mole.

These are the natural (NBO) partial charges, in e, on atoms 1 to 6:
1 C -0.244
2 C -0.412
3 C -0.393
4 C -0.075
5 C -0.248
6 C -0.128

---

Entry 2:
Here is 2 unconnected molecules or ions with the total composition C5H10N2O in a non-equilibrium geometry from OMol25. Energies are from ωB97M-V/def2-TZVPD.

Structure (ORCA input):
```
! RIJCOSX wB97M-V def2-TZVPD def2/J DEFGRID3
* xyz 0 1
C 0.0000 0.0000 0.0000
C -1.1893 0.8245 0.5057
C -0.6820 1.8735 1.4882
C -0.6797 1.9217 2.8364
N -0.1842 3.1832 3.2153
C 0.2362 3.7783 2.1310
N -0.0501 3.0619 1.0321
H 0.4343 -0.5913 0.8236
H 0.7855 0.6525 -0.4169
H -0.3383 -0.6919 -0.7896
H -1.6254 1.2636 -0.4121
H -1.9341 0.1243 0.9305
H -1.0835 1.2163 3.5627
H -0.0213 3.4529 4.1886
H 0.6264 4.7935 2.2040
O 1.9488 1.5273 -2.9523
H 1.8066 2.2168 -2.2648
H 2.4307 0.8074 -2.4856
*
```

As for the SMILES: CCc1c[nH]cn1.O. The energy above the lowest of the compared OMol25 structures with the same formula, charge and spin is 15.0 kcal per mole.

These are the natural (NBO) partial charges, in e, on atoms 1 to 6:
1 C -0.590
2 C -0.427
3 C 0.103
4 C -0.135
5 N -0.520
6 C 0.177

---

Entry 3:
Here is a molecular structure, C4H6N2O from OMol25. Energies are from ωB97M-V/def2-TZVPD.

Structure (ORCA input):
```
! RIJCOSX wB97M-V def2-TZVPD def2/J DEFGRID3
* xyz 0 1
C -1.9708 0.1285 -0.9754
O -1.4119 -0.0541 0.3615
C 0.0616 -0.1358 0.4017
C 0.6874 0.9320 0.9655
N 1.9757 0.4083 0.8310
C 1.9685 -0.8242 0.2328
N 0.7395 -1.2084 -0.0572
H -1.4929 0.9964 -1.4335
H -3.0469 0.2558 -0.8534
H -1.7336 -0.7855 -1.5153
H -1.4529 0.7989 0.8708
H 2.8096 0.8845 1.1386
H 2.8667 -1.3963 0.0330
*
```

The energy above the lowest of the compared OMol25 structures with the same formula, charge and spin is 107.0 kcal per mole.

These are the natural (NBO) partial charges, in e, on atoms 1 to 6:
1 C -0.257
2 O -0.461
3 C 0.149
4 C -0.307
5 N -0.553
6 C 0.140

---

Entry 4:
Here is 12 unconnected molecules or ions with the total composition C36H78F6N7O15S2 in a non-equilibrium geometry from OMol25. Energies are from ωB97M-V/def2-TZVPD.

Structure (ORCA input):
```
! RIJCOSX wB97M-V def2-TZVPD def2/J DEFGRID3
* xyz -1 1
C -10.0718 13.4710 -3.8268
N -10.8704 14.5090 -3.1026
C -9.9842 15.5839 -2.5423
C -11.7894 15.1920 -4.0425
C -11.6741 13.8984 -1.9753
C -12.9158 13.1561 -2.3605
O -12.5652 12.1934 -3.3506
H -9.8437 12.6208 -3.1877
H -9.1054 13.8710 -4.1367
H -10.6887 13.1236 -4.6478
H -9.6017 15.1533 -1.6177
H -10.6068 16.4297 -2.2657
H -9.2001 15.8788 -3.2322
H -12.3808 15.9010 -3.4703
H -12.4315 14.5012 -4.5904
H -11.2388 15.6784 -4.8474
H -11.9573 14.7456 -1.3443
H -11.0192 13.2690 -1.3728
H -13.6774 13.7597 -2.8539
H -13.2712 12.6825 -1.4424
H -13.3594 11.6585 -3.6436
C -15.9551 16.3941 -1.8649
F -14.7904 15.8193 -2.1647
F -15.8857 17.7226 -1.8222
F -16.8454 16.0389 -2.7892
S -16.5000 15.7729 -0.1735
O -15.6394 16.4984 0.7317
O -17.9068 16.0889 -0.1126
N -16.2237 14.1304 -0.4785
S -15.7577 13.6270 0.9491
O -14.3648 13.9336 1.1657
O -16.6462 13.9795 2.0295
C -15.9351 11.7672 0.7847
F -15.2667 11.2989 -0.2612
F -15.4519 11.2071 1.8893
F -17.2261 11.4734 0.6418
C -15.5584 13.2302 -5.2103
C -15.3627 11.7149 -5.2945
O -14.8441 11.0796 -4.1837
H -15.5716 13.6719 -4.2129
H -16.5496 13.5000 -5.6058
H -14.9294 13.8127 -5.8984
H -14.8779 11.3862 -6.2474
H -16.3573 11.2486 -5.4687
C -8.3686 16.0926 -5.8357
O -7.4818 15.8206 -5.0447
N -8.4026 17.2023 -6.6163
C -9.5268 17.3391 -7.5327
C -7.1566 17.8821 -6.8832
H -9.2418 15.4406 -6.0069
H -10.3943 17.0787 -6.9099
H -9.6069 16.5004 -8.2303
H -9.7027 18.3493 -7.8807
H -6.7165 17.5730 -7.8397
H -7.2520 18.9682 -6.9352
H -6.4345 17.6101 -6.1180
C -10.9479 19.4402 -5.0534
O -11.2491 18.4179 -4.4547
N -9.7353 20.0045 -4.9362
C -9.3165 21.1565 -5.7244
C -8.7679 19.5303 -3.9659
H -11.6759 19.9195 -5.7238
H -8.2392 21.1317 -5.8653
H -9.4965 22.0514 -5.1123
H -9.9099 21.2889 -6.6249
H -9.0659 18.5748 -3.5325
H -7.8174 19.2830 -4.4370
H -8.7828 20.2172 -3.1163
C -12.2129 10.1618 -0.8465
O -12.1325 10.6788 0.2491
N -11.3431 9.3370 -1.4631
C -11.5598 8.6938 -2.7295
C -10.0390 9.0601 -0.8859
H -13.1264 10.2498 -1.4630
H -12.5452 8.8384 -3.1751
H -11.4851 7.6035 -2.6351
H -10.8029 8.9861 -3.4613
H -9.2553 9.1333 -1.6415
H -9.7781 9.7406 -0.0783
H -10.0727 8.0453 -0.4765
C -10.1165 16.4342 1.4128
O -10.8000 16.2366 0.4269
N -8.9697 17.1363 1.4736
C -8.4602 17.8135 0.2950
C -8.2740 17.2965 2.7367
H -10.4559 16.0731 2.3978
H -9.3104 17.9704 -0.3679
H -7.7001 17.2079 -0.2038
H -8.0461 18.7864 0.5560
H -8.8344 16.9578 3.6042
H -7.3365 16.7352 2.7009
H -8.0658 18.3585 2.8816
C -11.2739 9.8377 -8.4344
O -10.4612 9.6602 -9.3294
N -10.9928 10.1354 -7.1605
C -12.0376 10.4790 -6.1911
C -9.6238 10.1612 -6.7066
H -12.3644 9.7266 -8.5604
H -12.0662 9.7768 -5.3646
H -12.9830 10.4896 -6.7320
H -11.8726 11.5028 -5.8542
H -9.2230 9.1391 -6.6325
H -8.9457 10.6942 -7.3716
H -9.5428 10.4405 -5.6584
C -13.1079 20.8448 0.2706
C -12.0867 20.1373 -0.5985
O -10.9408 20.5340 -0.6814
C -12.5413 18.8768 -1.2825
H -13.6255 21.5685 -0.3614
H -12.6348 21.3140 1.1285
H -13.8324 20.1130 0.6302
H -12.6950 18.1163 -0.5125
H -11.7651 18.5107 -1.9509
H -13.4494 19.1217 -1.8353
C -15.9030 16.7139 -5.7702
C -15.2086 16.3526 -7.0597
O -15.6785 15.6010 -7.8822
C -13.8046 16.8590 -7.2362
H -15.3254 16.1553 -5.0252
H -16.9204 16.3374 -5.8187
H -15.8394 17.7535 -5.4534
H -13.3952 16.3773 -8.1260
H -13.1380 16.4549 -6.4664
H -13.7096 17.9430 -7.2784
C -5.9040 8.5258 -3.0389
C -7.1146 9.0364 -3.8094
O -8.1181 8.3683 -3.8980
C -7.0445 10.3653 -4.5519
H -5.0777 9.2160 -3.1968
H -5.6637 7.5293 -3.3996
H -6.1649 8.5148 -1.9811
H -7.3025 10.1135 -5.5763
H -6.0178 10.7382 -4.5365
H -7.6394 11.1636 -4.1134
C -12.9045 13.3931 -8.7642
C -11.5342 13.7471 -8.2463
O -11.3958 14.4746 -7.2802
C -10.3112 13.2571 -8.9819
H -12.9855 13.4881 -9.8453
H -13.5889 14.0886 -8.2797
H -13.1737 12.3888 -8.4313
H -10.4260 12.2547 -9.3928
H -9.3958 13.3683 -8.4056
H -10.2274 13.9585 -9.8231
*
```

Its electronic energy is -4325.89177 Ha.

These are the Mulliken partial charges, in e, on atoms 1 to 6:
1 C -0.831
2 N 1.839
3 C -0.627
4 C -0.349
5 C -0.705
6 C 0.121

---

Entry 5:
Here is 2 unconnected molecules or ions with the total composition C3H7NO3 in a non-equilibrium geometry from OMol25. Energies are from ωB97M-V/def2-TZVPD.

Structure (ORCA input):
```
! RIJCOSX wB97M-V def2-TZVPD def2/J DEFGRID3
* xyz 0 1
O 0.0314 1.8303 -0.5381
C -0.3319 0.6027 -0.5893
C 0.5594 -0.5136 -0.1310
N 1.2823 -0.1809 1.0553
C 2.6525 -0.0931 1.1493
O 3.4360 -0.2606 0.1744
H -1.3733 0.6698 -0.5054
H 1.4433 -0.5822 -0.8395
H -0.0493 -1.4050 0.0687
H 0.8147 -0.2794 1.9551
H 3.0585 -0.1971 2.2570
O -3.7043 0.4533 -1.2430
H -4.5659 0.1895 -0.9525
H -3.2533 -0.2337 -1.8611
*
```

As for the SMILES: O=CCNC=O.O. The energy above the lowest of the compared OMol25 structures with the same formula, charge and spin is 75.7 kcal per mole.

These are the natural (NBO) partial charges, in e, on atoms 1 to 6:
1 O -0.499
2 C 0.340
3 C -0.353
4 N -0.596
5 C 0.523
6 O -0.613